# C7H12N2S

A 2-piece molecular cluster, C7H12N2S overall (ωB97M-V/def2-TZVPD, the OMol25 dataset).

```
22
Properties=species:S:1:pos:R:3:forces:R:3
C -1.114 -1.812 -0.270 -0.1550 0.3192 -0.5237
C -0.009 -2.239 -0.554 -0.8963 -1.5568 1.3861
C -2.109 -0.800 -0.329 0.2677 0.1711 0.7712
C -1.735 0.341 -0.905 -1.3789 1.7801 -0.5491
C -2.555 1.623 -0.679 0.3212 1.4015 1.9199
C 1.334 1.906 1.008 1.1678 -0.2255 -1.2367
C 3.686 0.361 -0.326 -2.4710 -1.5404 0.2703
N 1.654 -3.786 -0.113 0.0154 -0.1362 0.5049
N 1.114 -2.850 -0.730 2.7295 0.2365 -1.4656
S 1.671 1.092 -0.591 2.9677 -1.0012 0.4653
H -3.010 -0.811 0.312 0.5812 -0.2267 -0.5354
H -0.823 0.488 -1.540 -0.9412 -0.5656 0.7927
H -3.137 2.065 -1.523 0.4838 -0.7103 0.5270
H -1.773 2.377 -0.420 -0.3841 -0.1329 -0.5887
H -3.170 1.735 0.329 0.8095 -1.0729 -2.2173
H 0.323 2.141 0.926 -1.8745 0.5166 -0.1094
H 1.423 1.249 1.823 0.3218 -0.9377 1.0252
H 1.871 2.820 1.181 0.4608 0.3043 -0.0838
H 3.836 0.671 0.724 0.3936 0.1871 -0.8669
H 3.710 -0.844 -0.315 -0.3827 2.9510 -0.3927
H 4.303 0.805 -1.138 -0.5113 -0.2479 0.9502
H 2.641 -3.955 -0.484 -1.5249 0.4865 -0.0435
```
Positions in Å, forces in eV/Å.

Output
Total energy, eV: -21262.567
Structure (SMILES): [H]/N=N/C#C/C=C/C.CSC
HOMO-LUMO gap, eV: 8.04
Strongest force on any atom, eV Å⁻¹: 3.17
Energy above the lowest of the compared OMol25 structures with the same formula, charge and spin, kJ/mol: 641.3